ORCA calculation (wB97M-V/def2-TZVPD) on C19H39AlNO as an isolated structure in a non-equilibrium geometry.

```
61
Properties=species:S:1:pos:R:3:forces:R:3:nbo_charge:R:1
C 3.71918 -3.97239 1.49490 -0.321 0.603 -0.178 -0.620
C 3.27518 -2.53481 0.88453 -0.185 -1.089 0.003 -0.421
C 3.45335 -2.54958 -0.71174 0.386 1.234 0.068 -0.411
C 4.45151 -1.38833 -1.26509 -0.796 -0.333 -0.172 -0.395
C 4.01518 0.08473 -0.76924 1.018 -0.157 -0.286 -0.429
C 2.83262 0.66215 -1.68575 -0.661 -0.643 0.194 -0.409
C 1.55443 1.17904 -0.83401 0.800 0.244 -0.287 -0.414
C 1.96929 2.22345 0.33498 -0.756 0.218 -0.121 -0.427
C 1.30401 3.69433 0.11656 0.369 -0.705 0.759 -0.407
C -0.05914 3.89335 0.94388 -0.530 -0.121 -0.701 -0.404
C -1.07635 2.64179 0.81477 0.233 0.790 -0.697 -0.421
C -1.62704 2.65662 -0.71110 0.347 0.410 0.242 -0.425
C -3.18644 3.00270 -0.83846 0.329 0.013 0.938 -0.401
C -4.17418 1.73833 -0.79285 -0.546 0.941 -1.086 -0.415
C -3.71026 0.47236 -1.66591 -0.667 -1.082 1.004 -0.416
C -3.48369 -0.75856 -0.61800 0.178 0.960 -0.118 -0.406
C -2.24093 -0.53276 0.36218 0.366 -1.101 0.909 -0.420
C -1.88385 -1.88981 1.20716 0.333 0.208 0.009 -0.975
Al -3.59686 -2.81575 1.91610 0.280 0.631 -0.579 1.325
O -3.29792 -4.62801 2.32469 4.009 -1.648 -3.151 -0.844
C -2.34600 -5.11540 1.41033 -1.507 1.025 -0.925 0.556
N -1.67489 -5.40641 0.45360 -2.290 0.750 4.079 -0.528
H 4.04077 -3.82865 2.59323 -0.473 -0.472 -1.731 0.204
H 2.84491 -4.72262 1.43835 1.498 1.117 0.079 0.224
H 4.60080 -4.34625 0.84972 -1.299 0.402 1.270 0.194
H 3.91056 -1.75724 1.42753 -0.890 -0.824 -1.028 0.194
H 2.15806 -2.33482 1.08937 1.842 -0.251 0.018 0.226
H 3.86144 -3.56236 -1.06293 -0.836 1.417 0.435 0.205
H 2.42777 -2.32060 -1.17775 1.517 -0.665 0.524 0.212
H 4.33448 -1.42901 -2.41463 0.426 0.210 1.693 0.197
H 5.55019 -1.61776 -1.02618 -1.598 0.311 -0.124 0.197
H 4.97231 0.72901 -0.84940 -1.597 -0.752 0.048 0.201
H 3.75850 0.09280 0.35592 0.168 -0.138 -1.861 0.214
H 2.45275 -0.21280 -2.33646 0.549 1.329 0.902 0.203
H 3.20795 1.45222 -2.43499 -0.522 -1.001 1.347 0.202
H 0.99788 0.27401 -0.38215 0.924 1.388 -0.746 0.221
H 0.85710 1.69928 -1.57758 0.816 -0.779 1.123 0.208
H 1.56197 1.77998 1.31379 0.943 0.809 -1.230 0.213
H 3.10537 2.36874 0.40207 -1.645 -0.465 -0.102 0.207
H 2.04802 4.47150 0.53072 -1.105 -1.004 -0.991 0.202
H 1.14976 3.80442 -1.01864 0.210 0.200 1.775 0.200
H -0.60978 4.78910 0.46487 0.792 -1.203 0.891 0.196
H 0.14736 4.17332 2.02947 -0.079 -0.540 -1.354 0.202
H -0.58401 1.63860 1.04146 -0.582 1.457 -0.219 0.222
H -1.93414 2.78005 1.55226 1.047 -0.210 -0.964 0.210
H -1.30761 1.67984 -1.19903 -0.833 1.265 0.495 0.223
H -1.06316 3.49039 -1.27970 -0.791 -1.289 0.882 0.191
H -3.32756 3.68724 -1.74182 -0.040 -1.222 0.980 0.196
H -3.44824 3.65063 0.08419 0.390 -0.806 -1.462 0.195
H -5.17507 2.09552 -1.25068 1.447 -0.433 0.832 0.199
H -4.42351 1.48716 0.30103 0.658 0.055 -1.683 0.215
H -4.57360 0.15102 -2.36121 1.301 0.586 1.006 0.199
H -2.80310 0.65406 -2.33059 -1.083 -0.070 1.005 0.197
H -3.38713 -1.76868 -1.14616 -0.175 1.417 0.719 0.218
H -4.43679 -0.75742 0.03148 1.508 -0.347 -1.105 0.220
H -2.49486 0.25819 1.16506 0.408 -0.968 -1.505 0.194
H -1.26376 -0.25595 -0.17704 -1.617 0.011 0.476 0.177
H -1.23368 -2.60476 0.59295 -0.834 1.044 0.587 0.212
H -1.25459 -1.61269 2.13752 -0.783 -0.223 -1.390 0.196
H -4.79904 -2.79962 0.84032 -0.015 -0.353 0.021 -0.440
H -4.08549 -1.93289 3.15409 -0.032 -0.147 0.484 -0.437
```
Forces are in eV/Å.

Computed properties:
Orbital gap   0.28758 Ha
Multiplicity   1
Charge   -1
HOMO energy   -0.186 Ha